(1)
ORCA calculation (ωB97M-V with the def2-TZVPD basis set) on a molecular structure, CHFIPS in a non-equilibrium geometry.

Structure (ORCA input):
```
! wB97M-V def2-TZVPD RIJCOSX def2/J DEFGRID3
* xyz 0 1
C -0.186 1.887 1.281
F -0.119 3.205 1.481
P -0.518 1.413 -0.380
S -0.355 0.842 2.442
I 1.483 2.315 -1.193
H 0.053 -0.348 -0.475
*
```

Löwdin population analysis, charges in e, atoms 1 to 4: atom 1 (C): -1.40, atom 2 (F): -0.09, atom 3 (P): 0.32, atom 4 (S): 0.72

---

(2)
ORCA calculation (ωB97M-V with the def2-TZVPD basis set) on a molecular structure, C16H25OSTc in a non-equilibrium geometry.

Structure (ORCA input):
```
! wB97M-V def2-TZVPD RIJCOSX def2/J DEFGRID3
* xyz 1 4
C -0.275 0.402 -2.421
C 0.270 1.758 -2.232
C 0.526 -0.621 -3.121
C -1.736 0.238 -2.273
H 0.199 -0.725 -4.171
H 0.452 -1.623 -2.668
H 1.590 -0.354 -3.119
H 0.200 2.345 -3.166
H 1.326 1.749 -1.935
H -0.282 2.312 -1.460
H -2.279 0.818 -3.042
H -2.074 0.618 -1.294
H -2.057 -0.809 -2.349
C 2.190 -1.206 1.439
C 2.382 -1.380 0.007
C 2.596 -0.067 -0.550
H 2.603 -2.313 -0.501
C 2.433 0.888 0.474
C 2.075 0.207 1.684
H 1.960 0.639 2.675
H 2.307 -1.953 2.211
H 2.940 0.119 -1.564
H 2.619 1.957 0.392
C -1.173 -1.906 1.677
C 0.020 -2.707 1.648
C 0.285 -3.053 0.270
H 0.575 -3.023 2.526
C -0.795 -2.561 -0.529
C -1.693 -1.850 0.333
H -2.618 -1.375 0.023
H -1.595 -1.442 2.562
H 1.087 -3.679 -0.105
H -0.904 -2.713 -1.603
Tc 0.358 -0.932 0.520
C -2.208 2.842 1.062
S -0.548 2.189 1.335
C -0.571 1.939 3.117
O -0.891 0.735 0.761
H -2.324 3.823 1.534
H -2.906 2.099 1.464
H -2.343 2.923 -0.024
H -1.560 2.219 3.495
H -0.352 0.891 3.344
H 0.191 2.582 3.572
*
```

Löwdin population analysis, charges in e, atoms 1 to 4: atom 1 (C): -0.41, atom 2 (C): -0.09, atom 3 (C): -0.09, atom 4 (C): -0.10

---

(3)
ORCA calculation (ωB97M-V with the def2-TZVPD basis set) on 2 unconnected molecules or ions with the total composition C7H17NO in a non-equilibrium geometry.

Structure (ORCA input):
```
! wB97M-V def2-TZVPD RIJCOSX def2/J DEFGRID3
* xyz 0 1
C -0.966 -1.425 -0.005
C -1.353 1.075 0.359
C -1.356 -1.750 1.438
C -0.006 -2.484 -0.550
C -0.396 0.009 -0.194
O -0.174 0.194 -1.554
H -1.868 -1.442 -0.625
H -2.342 0.921 -0.070
H -1.425 1.035 1.446
H -1.005 2.062 0.068
H -0.499 -1.673 2.111
H -0.509 -3.448 -0.612
H -1.726 -2.773 1.495
H -2.147 -1.099 1.804
H 0.859 -2.610 0.105
H 0.335 -2.206 -1.545
C 1.879 2.167 -0.051
C 1.555 2.509 -1.342
N 0.926 0.202 0.481
H 0.859 0.060 1.484
H 1.582 -0.470 0.095
H 2.858 1.766 0.179
H 1.418 2.701 0.770
H 2.255 2.296 -2.139
H 0.860 3.320 -1.513
H 0.388 1.063 -1.634
*
```

Computed properties:
SMILES: CC(C)[C@@](C)(N)O.C=C

Löwdin population analysis, charges in e, atoms 1 to 4: atom 1 (C): -0.36, atom 2 (C): -0.01, atom 3 (C): -0.07, atom 4 (C): -0.07

---

(4)
ORCA calculation (ωB97M-V with the def2-TZVPD basis set) on 2 unconnected molecules or ions with the total composition C2H9N3O in a non-equilibrium geometry.

Structure (ORCA input):
```
! wB97M-V def2-TZVPD RIJCOSX def2/J DEFGRID3
* xyz 0 1
C -0.281 2.152 -0.255
N 0.798 1.236 0.370
C 0.471 -0.076 0.798
N 1.566 -0.616 1.585
N -0.485 -0.655 0.264
H -0.543 1.786 -1.287
H -1.307 2.066 0.274
H -0.037 3.231 -0.280
H 1.752 1.331 0.132
H 2.469 -0.457 0.952
H 1.492 -1.640 1.781
H -0.618 -1.600 0.716
H -2.382 -2.170 -2.156
H -1.221 -1.967 -1.194
O -1.675 -2.620 -1.702
*
```

Computed properties:
SMILES: [H]/N=C(\N)NC.O

Löwdin population analysis, charges in e, atoms 1 to 4: atom 1 (C): -0.09, atom 2 (N): -0.04, atom 3 (C): -0.57, atom 4 (N): 0.05

---

(5)
ORCA calculation (ωB97M-V with the def2-TZVPD basis set) on C4H6N4OS in the gas phase in a non-equilibrium geometry.

Structure (ORCA input):
```
! wB97M-V def2-TZVPD RIJCOSX def2/J DEFGRID3
* xyz 0 1
C -2.413 0.113 -0.009
C -1.451 -0.265 -1.105
C -0.048 0.070 -0.670
C 2.277 0.254 -0.037
H -1.478 -1.419 1.297
H -2.658 -0.374 1.849
H -1.574 -1.257 -1.478
H -1.762 0.326 -1.967
H 3.908 0.957 0.930
H 3.883 -0.541 0.618
N -2.297 -0.696 1.164
N 0.387 1.339 -0.352
N 1.632 1.470 0.039
N 3.589 0.161 0.376
O -3.300 0.898 -0.169
S 1.306 -1.038 -0.485
*
```

Computed properties:
SMILES: NC(=O)Cc1nnc(N)s1

Löwdin population analysis, charges in e, atoms 1 to 4: atom 1 (C): -0.51, atom 2 (C): -0.12, atom 3 (C): -0.54, atom 4 (C): -0.67

---

(6)
ORCA calculation (ωB97M-V with the def2-TZVPD basis set) on 12 unconnected molecules or ions with the total composition C5H31NO11 in a non-equilibrium geometry.

Structure (ORCA input):
```
! wB97M-V def2-TZVPD RIJCOSX def2/J DEFGRID3
* xyz 0 1
C -0.335 3.615 0.865
N -0.575 2.314 0.265
C -1.650 1.509 0.435
C -1.549 0.205 -0.006
C -2.723 -0.667 0.176
C -3.413 -0.956 1.239
H -0.028 3.446 1.963
H 0.389 3.969 0.232
H -1.366 4.098 0.801
H 0.272 1.792 -0.092
H -2.693 1.692 0.747
H -0.711 -0.210 -0.423
H -2.821 -1.313 -0.707
H -4.147 -1.620 1.284
H -3.447 -0.509 2.328
H 1.392 -0.310 0.392
H 0.777 -0.828 1.790
O 1.194 -1.083 1.044
H -1.218 -1.617 -2.512
H -1.000 -1.405 -3.900
O -1.191 -0.937 -3.180
H 2.215 1.731 0.478
H 2.760 1.345 1.927
O 2.070 1.250 1.357
H 1.997 2.050 -1.974
H 3.474 2.690 -1.885
O 2.716 2.401 -1.501
H -1.941 1.728 -1.694
H -1.810 1.174 -3.049
O -1.934 2.000 -2.624
H 4.270 -1.152 1.620
H 2.924 -1.659 2.251
O 3.714 -1.066 2.368
H -0.990 -2.966 -0.968
H -1.324 -4.153 -1.771
O -1.469 -3.145 -1.706
H 3.202 -3.299 -0.116
H 2.565 -1.953 -0.031
O 3.403 -2.542 0.284
H 0.474 1.569 -2.607
H 0.052 0.213 -3.116
O 0.843 0.696 -2.902
H -1.413 0.759 4.012
H -0.556 -0.016 3.107
O -1.269 -0.008 3.691
H 0.815 -2.466 0.207
H 0.030 -3.244 1.424
O 0.025 -3.122 0.480
*
```

Computed properties:
SMILES: C=C/C=C/NC.O.O.O.O.O.O.O.O.O.O.O

Löwdin population analysis, charges in e, atoms 1 to 4: atom 1 (C): -0.07, atom 2 (N): -0.11, atom 3 (C): -0.16, atom 4 (C): -0.14

---

(7)
ORCA calculation (ωB97M-V with the def2-TZVPD basis set) on 2 unconnected molecules or ions with the total composition C5H6F6N2 in a non-equilibrium geometry.

Structure (ORCA input):
```
! wB97M-V def2-TZVPD RIJCOSX def2/J DEFGRID3
* xyz 0 1
C -1.208 -1.658 1.000
C -0.988 -0.642 2.074
C 0.370 0.688 -0.623
C 0.467 -0.387 -1.753
C 1.692 1.073 -0.214
N 0.059 -1.130 1.263
N -0.663 1.551 -0.506
F 1.514 -1.176 -1.668
F -0.552 -1.215 -1.686
F 0.498 0.091 -2.999
F 2.580 1.209 -1.215
F 2.341 0.263 0.619
F 1.631 2.247 0.399
H -1.249 -2.778 1.398
H -1.918 -1.395 0.123
H -1.249 0.379 1.861
H -1.078 -0.845 3.067
H -0.648 2.552 -0.355
H -1.600 1.172 -0.784
*
```

Löwdin population analysis, charges in e, atoms 1 to 4: atom 1 (C): -0.23, atom 2 (C): -0.21, atom 3 (C): -0.13, atom 4 (C): -0.63

---

(8)
ORCA calculation (ωB97M-V with the def2-TZVPD basis set) on a molecular structure, C27H21Cl2NO3OsPS2.

Structure (ORCA input):
```
! wB97M-V def2-TZVPD RIJCOSX def2/J DEFGRID3
* xyz 1 1
Os 0.162 -0.110 0.158
S 0.616 -2.350 0.238
C 0.907 -2.646 1.885
C 1.397 -3.899 2.330
C 1.614 -4.104 3.662
C 1.350 -3.081 4.605
C 0.861 -1.872 4.207
C 0.616 -1.640 2.834
S -0.057 -0.153 2.324
H 1.601 -4.671 1.599
H 1.995 -5.056 4.005
H 1.541 -3.262 5.654
H 0.656 -1.088 4.925
O 0.865 2.741 0.732
N -0.168 1.984 0.197
C -1.166 2.722 -0.091
C -2.450 2.326 -0.676
C -3.283 3.412 -0.967
C -4.522 3.238 -1.555
C -4.953 1.959 -1.871
C -4.143 0.874 -1.583
C -2.898 1.031 -0.978
P -1.974 -0.498 -0.643
C -3.021 -1.428 0.514
C -2.776 -2.784 0.735
C -3.511 -3.480 1.679
C -4.485 -2.828 2.425
C -4.721 -1.478 2.222
C -3.992 -0.777 1.270
C -2.007 -1.370 -2.230
C -2.919 -2.390 -2.495
C -2.955 -2.978 -3.751
C -2.089 -2.548 -4.746
C -1.188 -1.524 -4.490
C -1.146 -0.934 -3.237
H 1.602 2.116 0.842
H -1.034 3.781 0.105
H -2.941 4.412 -0.731
H -5.143 4.097 -1.769
H -5.916 1.805 -2.340
H -4.489 -0.122 -1.834
H -2.018 -3.305 0.164
H -3.323 -4.535 1.835
H -5.056 -3.372 3.165
H -5.475 -0.963 2.803
H -4.184 0.278 1.129
H -3.604 -2.728 -1.730
H -3.662 -3.771 -3.952
H -2.120 -3.008 -5.725
H -0.517 -1.182 -5.267
H -0.442 -0.132 -3.052
Cl 4.610 -1.137 -1.273
C 3.764 0.388 -1.582
Cl 4.632 1.786 -0.957
C 2.401 0.290 -0.941
O 2.251 0.361 0.321
O 1.380 0.096 -1.642
H 3.654 0.497 -2.655
*
```

Löwdin population analysis, charges in e, atoms 1 to 4: atom 1 (Os): 0.80, atom 2 (S): 0.78, atom 3 (C): -0.63, atom 4 (C): -0.09

---

Electronic energy, record by record: -1175.7325, -1178.4813, -406.8463, -321.0727, -848.3656, -1091.2710, -902.6809, -3470.5963 Eh